# 1
{
  "formula": "C6H6O",
  "method": "ωB97M-V with the def2-TZVPD basis set",
  "species": ["C", "C", "C", "C", "C", "C", "O", "H", "H", "H", "H", "H", "H"],
  "positions_angstrom": [[1.05150, 1.68299, -1.39372], [0.07094, 1.23858, -0.85081], [-1.10738, 0.68862, -0.16922], [-0.85010, -0.66061, 0.52952], [-0.01290, -1.83973, -0.06326], [0.51739, -1.08374, 0.83478], [1.55730, -0.70054, 1.58709], [1.89618, 2.07961, -1.91513], [-1.43984, 1.42578, 0.57906], [-1.93286, 0.59425, -0.88205], [-1.63565, -0.86593, 1.26750], [0.03156, -2.67365, -0.75630], [1.80132, 0.16684, 1.22880]],
  "forces_ev_per_angstrom": [[-0.35, -0.20, 0.18], [0.36, 0.10, -0.22], [-0.04, -0.07, -0.12], [-0.05, 0.06, 0.12], [-0.18, 0.25, 0.19], [-0.17, -0.04, -0.23], [0.39, -0.03, -0.21], [-0.16, -0.08, 0.14], [0.09, -0.27, -0.10], [0.08, 0.04, -0.03], [0.06, -0.15, -0.26], [-0.13, 0.34, 0.23], [0.11, 0.05, 0.33]],
  "lowdin_charge": [0.112, -0.150, -0.181, -0.200, 0.107, -0.356, 0.084, 0.026, 0.118, 0.112, 0.117, 0.098, 0.113],
  "smiles": "C#CC[C@H]1C=C1O",
  "max_force_ev_per_a": 0.4,
  "total_energy_ev": -8361.933
}

# 2
{
  "formula": "C3H6N2O",
  "method": "ωB97M-V with the def2-TZVPD basis set",
  "species": ["N", "C", "C", "O", "H", "C", "N", "H", "H", "H", "H", "H"],
  "positions_angstrom": [[1.28871, 1.43036, -1.47797], [0.81945, 0.38587, -1.64285], [0.27423, -0.95853, -1.91675], [-0.73185, -1.37155, -1.40295], [0.86674, -1.54179, -2.63777], [-0.12010, 0.07144, 1.72580], [-1.02714, 0.82241, 0.86946], [0.83145, -0.24235, 1.25912], [-0.62637, -0.83141, 2.08115], [0.12896, 0.67234, 2.60631], [-1.37185, 0.22539, 0.12411], [-0.53216, 1.59020, 0.42706]],
  "forces_ev_per_angstrom": [[-0.42, -1.04, -0.21], [0.44, 0.99, 0.14], [-0.42, -0.27, 0.15], [0.56, 0.24, -0.30], [-0.05, 0.02, 0.07], [0.11, -0.14, 0.22], [0.03, 0.04, -0.18], [-0.18, 0.07, 0.02], [0.08, 0.13, -0.03], [0.00, -0.10, -0.11], [0.01, 0.12, 0.12], [-0.15, -0.06, 0.10]],
  "lowdin_charge": [0.187, -0.152, -0.225, 0.084, 0.127, -0.209, -0.068, 0.055, 0.070, 0.066, 0.028, 0.037],
  "smiles": "N#CC=O.CN",
  "max_force_ev_per_a": 1.1,
  "total_energy_ev": -8234.295
}

# 3
{
  "formula": "C4H8N2O2",
  "method": "ωB97M-V with the def2-TZVPD basis set",
  "species": ["H", "N", "C", "C", "C", "N", "O", "C", "O", "H", "H", "H", "H", "H", "H", "H"],
  "positions_angstrom": [[0.35647, 2.96768, 0.61423], [0.92780, 2.15166, 0.85964], [0.64476, 1.15277, 0.10439], [-0.63943, 0.87914, -0.49218], [-1.27498, -0.28245, -0.18866], [-1.19515, -0.99903, 0.96493], [-2.02529, -0.87400, -1.15550], [1.77582, -0.02832, -0.09105], [1.58906, -1.27452, -0.72146], [-1.05455, 1.59554, -1.19134], [-0.75363, -0.50037, 1.73445], [-2.06638, -1.46225, 1.21008], [-1.82250, -1.83290, -1.08537], [2.58391, 0.48893, -0.61769], [2.19091, -0.21731, 0.90439], [0.76318, -1.76458, -0.84883]],
  "forces_ev_per_angstrom": [[-0.62, -0.56, 0.77], [1.53, -0.19, -1.69], [0.62, -1.00, 1.65], [-0.40, -0.38, -0.37], [0.45, 1.34, -1.59], [0.62, -0.51, 0.80], [-0.92, -1.02, 0.19], [-0.75, 1.41, 1.41], [0.28, -0.33, -0.85], [0.08, -0.60, -0.58], [-0.32, -0.24, -0.19], [0.39, 0.10, 0.00], [-0.54, 0.77, -0.15], [-0.24, -0.14, -0.24], [-0.16, 0.10, 0.12], [0.00, 1.24, 0.71]],
  "lowdin_charge": [0.054, 0.111, -0.353, -0.040, -0.476, 0.146, 0.045, -0.184, -0.078, 0.117, 0.119, 0.119, 0.125, 0.112, 0.104, 0.079],
  "smiles": "[H]/N=C(\\C=C(/N)O)CO",
  "max_force_ev_per_a": 2.3,
  "total_energy_ev": -11350.176
}

Respective LUMO level values: 0.9; -1.1; 0.3 eV.
Respective ΔE to the lowest compared entry with this formula, charge and spin values: 105.5; 55.4; 90.8 kcal/mol.